{
  "formula": "C5H6N2O",
  "method": "the ωB97M-V functional and the def2-TZVPD basis",
  "homo_ev": -7.8,
  "relative_energy_kcal_mol": 62.1,
  "lumo_ev": 0.70,
  "orbital_gap_ev": 8.5,
  "species": ["O", "N", "N", "C", "C", "C", "C", "C", "H", "H", "H", "H", "H", "H"],
  "coordinates": [[0.0646, 1.6686, -0.5683], [-0.5104, 1.2252, 1.6854], [-0.1666, -0.4384, 0.2009], [0.2731, -0.6211, -1.2284], [-0.6581, -0.9893, 1.2029], [0.8092, 0.7607, -1.4771], [-0.9790, 0.0114, 2.0665], [-0.1642, 0.8754, 0.4710], [-0.3706, -2.1398, 1.4734], [-1.4487, -0.2994, 3.0342], [0.8198, 1.0909, -2.5781], [-0.7110, -0.9343, -1.7694], [1.0750, -1.2731, -1.4179], [1.9670, 1.0633, -1.0951]]
}